Below is C12H6Cl3FIrN19 as an isolated structure, with properties calculated with ωB97M-V/def2-TZVPD.

Element x y z (Å)
Ir1 0.054841 0.101498 0.019219
N1 2.208242 -1.268349 2.369189
C1 1.326570 -2.152152 1.789236
N2 1.276643 -3.436826 2.098957
N3 0.308313 -3.928234 1.293284
N4 -0.183551 -3.000221 0.551472
N5 0.451336 -1.840789 0.841335
C2 2.303492 0.081064 2.120266
N6 3.196019 0.850124 2.719661
N7 2.996099 2.072422 2.181022
N8 2.051382 2.041414 1.313443
N9 1.575593 0.775112 1.246830
H1 2.780233 -1.623057 3.113472
N10 -3.294124 -0.584539 0.274971
C3 -2.671464 -0.014038 1.362336
N11 -3.298777 0.296774 2.481602
N12 -2.328327 0.802535 3.276625
N13 -1.210119 0.867788 2.650713
N14 -1.385162 0.321057 1.424491
C4 -2.684378 -0.888823 -0.920150
N15 -3.299195 -1.438797 -1.952529
N16 -2.343023 -1.518940 -2.901941
N17 -1.219228 -1.082134 -2.456252
N18 -1.408286 -0.650782 -1.190766
H2 -4.257418 -0.841722 0.384566
Cl1 2.199161 -2.412352 -4.119540
C5 2.918634 -0.994074 -3.353154
Cl2 4.501067 -1.417068 -2.670299
Cl3 3.089242 0.316705 -4.514534
C6 2.049295 -0.564595 -2.269669
N19 1.363490 -0.259413 -1.410632
F1 -1.146720 5.687133 -2.475779
C7 -0.883795 4.466075 -1.909293
C8 -1.910856 3.757163 -1.331135
C9 -1.627176 2.518020 -0.763065
C10 -0.341947 1.965927 -0.752196
C11 0.656240 2.744558 -1.350000
C12 0.405745 3.982773 -1.929283
H3 -2.914217 4.164821 -1.324863
H4 -2.453388 1.978282 -0.317065
H5 1.683563 2.398915 -1.335667
H6 1.197826 4.571997 -2.375200

Forces on atoms 1 to 2 (eV/Å):
0.09 -0.18 -0.43
0.00 0.01 0.06

Summary:
Frontier orbital gap   6.44 eV
Energy above the lowest of the compared OMol25 structures with the same formula, charge and spin   11.89 kJ/mol
Net charge   -2
Strongest force on any atom   0.53 eV/A
LUMO energy   3.76 eV

List of natural (NBO) charges in e, atom by atom: number 1, Ir, carries 0.94; number 2, N, carries -0.60; number 3, C, carries 0.44; number 4, N, carries -0.41; number 5, N, carries -0.13; number 6, N, carries -0.12; number 7, N, carries -0.44; number 8, C, carries 0.45; number 9, N, carries -0.41; number 10, N, carries -0.12; number 11, N, carries -0.11; number 12, N, carries -0.39; number 13, H, carries 0.41; number 14, N, carries -0.60; number 15, C, carries 0.45; number 16, N, carries -0.41; number 17, N, carries -0.11; number 18, N, carries -0.10; number 19, N, carries -0.37; number 20, C, carries 0.46; number 21, N, carries -0.40; number 22, N, carries -0.12; number 23, N, carries -0.14; number 24, N, carries -0.36; number 25, H, carries 0.42; number 26, Cl, carries 0.09; number 27, C, carries -0.19; number 28, Cl, carries 0.06; number 29, Cl, carries 0.07; number 30, C, carries 0.28; number 31, N, carries -0.17; number 32, F, carries -0.36; number 33, C, carries 0.36; number 34, C, carries -0.32; number 35, C, carries -0.15; number 36, C, carries -0.20; number 37, C, carries -0.21; number 38, C, carries -0.31; number 39, H, carries 0.21; number 40, H, carries 0.19; number 41, H, carries 0.20; number 42, H, carries 0.20

Below is C12H6F6IN2O5S3V as an isolated structure, with properties calculated with ωB97M-V/def2-TZVPD.

Element x y z (Å)
V1 -1.594755 0.508738 0.194507
F1 0.461841 2.571505 4.622926
C1 -0.444328 2.970490 3.732783
F2 -1.614063 3.104692 4.345710
F3 -0.077684 4.154128 3.253388
S1 -0.549623 1.719881 2.391371
O1 -1.167987 0.569537 3.002335
O2 0.768815 1.674806 1.862685
N1 -1.576980 2.492931 1.343075
S2 -3.181794 2.241051 1.329153
O3 -3.449316 0.791777 1.317063
O4 -3.942429 3.056652 2.218378
C2 -3.633079 2.871023 -0.407225
F4 -2.574420 3.281115 -1.087704
F5 -4.460777 3.905765 -0.240558
F6 -4.263936 1.919730 -1.070504
I1 -0.828258 -2.903271 1.910889
C3 0.809813 -2.842720 0.633461
C4 1.463788 -3.962869 0.323838
C5 2.725703 -3.998646 -0.404488
C6 3.169116 -3.085814 -1.272351
C7 2.446585 -1.903266 -1.753609
C8 2.766674 -1.417854 -3.024137
C9 2.095731 -0.333180 -3.560629
C10 1.083491 0.271553 -2.835372
C11 0.727703 -0.184816 -1.563166
C12 1.444691 -1.263596 -1.028248
H1 1.063950 -4.894100 0.699444
H2 3.348422 -4.870644 -0.231495
H3 4.122080 -3.271203 -1.757857
H4 3.550517 -1.912285 -3.586344
H5 2.358875 0.041241 -4.542173
H6 0.540531 1.119641 -3.231536
S3 -2.521099 -1.261231 -1.020076
O5 1.228461 -1.592443 0.313346
N2 -0.296260 0.431680 -0.876879

Forces on atoms 1 to 2 (eV/Å):
0.36 -1.25 -1.30
0.12 -0.04 0.15

Summary:
Frontier orbital gap (alpha / beta)   6.94 / 6.83 eV
Energy above the lowest of the compared OMol25 structures with the same formula, charge and spin   0.00 kJ/mol
Spin multiplicity   4
Net charge   -1
Strongest force on any atom   1.83 eV/A
LUMO energy (alpha / beta)   2.54 / 2.10 eV

List of natural (NBO) charges in e, atom by atom: number 1, V, carries 0.82; number 2, F, carries -0.31; number 3, C, carries 0.72; number 4, F, carries -0.31; number 5, F, carries -0.31; number 6, S, carries 2.20; number 7, O, carries -0.89; number 8, O, carries -0.86; number 9, N, carries -1.20; number 10, S, carries 2.16; number 11, O, carries -0.89; number 12, O, carries -0.89; number 13, C, carries 0.76; number 14, F, carries -0.29; number 15, F, carries -0.31; number 16, F, carries -0.28; number 17, I, carries 0.18; number 18, C, carries 0.22; number 19, C, carries -0.36; number 20, C, carries -0.20; number 21, C, carries -0.19; number 22, C, carries -0.13; number 23, C, carries -0.21; number 24, C, carries -0.22; number 25, C, carries -0.20; number 26, C, carries 0.08; number 27, C, carries 0.33; number 28, H, carries 0.22; number 29, H, carries 0.20; number 30, H, carries 0.20; number 31, H, carries 0.20; number 32, H, carries 0.20; number 33, H, carries 0.22; number 34, S, carries -0.48; number 35, O, carries -0.53; number 36, N, carries -0.66

Below is C12H6NO5Pr as an isolated structure, with properties calculated with ωB97M-V/def2-TZVPD.

Element x y z (Å)
O1 0.685702 0.813258 -6.365007
C1 0.762359 0.387460 -5.298481
Pr1 0.157724 -0.143532 -2.853099
O2 -2.581446 1.153195 -5.119359
C2 -1.716721 0.968120 -4.392594
C3 -1.772929 -0.801918 -1.367917
O3 -2.495099 -1.194041 -0.567656
C4 0.955563 -2.024424 -1.536977
O4 0.900351 -3.034754 -0.968274
C5 -1.117348 -2.356441 -3.624198
O5 -1.620920 -3.378901 -3.659083
H1 1.194531 -1.788997 -3.326194
N1 0.477298 0.633728 -0.627692
C6 0.529183 0.936526 0.498616
C7 0.559288 0.974256 1.920770
C8 0.449461 -0.261046 2.591054
C9 0.404530 -0.350955 3.975520
C10 0.483608 0.835639 4.714105
C11 0.600905 2.095024 4.104624
C12 0.633499 2.165073 2.688955
H2 0.379416 -1.146309 1.957935
H3 0.301531 -1.358044 4.407025
H4 0.470112 0.715855 5.794035
H5 0.658547 2.981435 4.779659
H6 0.700856 3.179795 2.274234

Forces on atoms 1 to 2 (eV/Å):
0.48 -1.71 3.94
0.16 1.81 -5.33

Summary:
Frontier orbital gap (alpha / beta)   6.50 / 6.56 eV
Energy above the lowest of the compared OMol25 structures with the same formula, charge and spin   1.74 kJ/mol
Spin multiplicity   3
Net charge   +2
Strongest force on any atom   5.63 eV/A
LUMO energy (alpha / beta)   -9.04 / -8.98 eV

List of Löwdin charges in e, atom by atom: number 1, O, carries 0.20; number 2, C, carries -0.02; number 3, Pr, carries 0.84; number 4, O, carries 0.22; number 5, C, carries 0.01; number 6, C, carries -0.03; number 7, O, carries 0.22; number 8, C, carries -0.17; number 9, O, carries 0.18; number 10, C, carries -0.02; number 11, O, carries 0.22; number 12, H, carries -0.01; number 13, N, carries 0.03; number 14, C, carries -0.02; number 15, C, carries -0.20; number 16, C, carries -0.02; number 17, C, carries -0.03; number 18, C, carries -0.02; number 19, C, carries -0.02; number 20, C, carries 0.01; number 21, H, carries 0.12; number 22, H, carries 0.13; number 23, H, carries 0.13; number 24, H, carries 0.14; number 25, H, carries 0.13

Among the records above, which one has the lowest strongest force on any atom? C12H6Cl3FIrN19